Entry 1:
{
  "formula": "C28H44BrFeN3P2",
  "method": "ωB97M-V/def2-TZVPD",
  "symbols": ["N", "C", "C", "C", "C", "C", "C", "Fe", "P", "C", "C", "C", "C", "C", "C", "C", "Br", "H", "H", "H", "H", "H", "H", "H", "H", "H", "H", "P", "C", "C", "H", "H", "H", "H", "H", "C", "C", "H", "H", "H", "H", "H", "C", "C", "H", "H", "H", "H", "H", "C", "C", "H", "H", "H", "H", "H", "C", "C", "H", "H", "H", "H", "H", "C", "C", "H", "H", "H", "H", "H", "N", "C", "C", "C", "N", "H", "H", "H", "H"],
  "coordinates": [[-5.419, -1.720, 4.302], [-4.439, -0.949, 4.774], [-3.953, 0.151, 4.059], [-4.470, 0.392, 2.758], [-5.528, -0.422, 2.297], [-5.950, -1.491, 3.105], [-3.860, 1.393, 1.903], [0.497, 1.624, -0.548], [2.727, 0.755, -1.424], [-4.040, 1.463, 0.552], [-2.948, 1.949, -0.280], [-2.710, 1.404, -1.563], [-1.537, 1.697, -2.259], [-0.714, 2.722, -1.747], [-0.994, 3.378, -0.501], [-2.087, 2.939, 0.235], [1.014, 3.251, -2.666], [-3.296, 2.159, 2.439], [-4.951, 1.110, 0.060], [-3.193, 0.802, 4.490], [-6.015, -0.208, 1.350], [-4.028, -1.180, 5.760], [-6.752, -2.149, 2.755], [-3.452, 0.712, -1.964], [-2.306, 3.397, 1.198], [-1.256, 1.199, -3.193], [-0.427, 4.268, -0.215], [-0.198, -1.743, -0.325], [3.579, 2.271, -0.783], [4.497, 3.091, -1.684], [4.131, 1.934, 0.108], [2.791, 2.950, -0.410], [4.862, 3.954, -1.105], [5.376, 2.524, -2.009], [3.989, 3.501, -2.565], [2.632, 0.471, -3.246], [3.905, 0.538, -4.080], [1.889, 1.182, -3.642], [2.178, -0.534, -3.334], [3.624, 0.563, -5.146], [4.501, 1.438, -3.871], [4.525, -0.354, -3.926], [3.739, -0.644, -0.837], [5.256, -0.498, -0.976], [3.386, -1.542, -1.362], [3.477, -0.793, 0.221], [5.739, -1.415, -0.613], [5.576, -0.353, -2.016], [5.642, 0.332, -0.375], [0.527, -3.240, 0.523], [1.948, -3.593, 0.087], [-0.157, -4.082, 0.322], [0.490, -3.037, 1.608], [2.182, -4.621, 0.397], [2.074, -3.546, -1.003], [2.694, -2.933, 0.555], [-0.371, -2.516, -2.010], [-1.478, -1.931, -2.881], [-0.525, -3.598, -1.858], [0.610, -2.386, -2.503], [-1.409, -2.373, -3.883], [-2.472, -2.170, -2.479], [-1.398, -0.842, -2.983], [-1.955, -1.896, 0.270], [-2.165, -2.284, 1.732], [-2.465, -2.609, -0.396], [-2.406, -0.905, 0.088], [-3.243, -2.389, 1.915], [-1.688, -3.240, 1.985], [-1.791, -1.510, 2.415], [1.274, 0.275, 1.935], [1.159, 0.348, 3.270], [0.602, 1.585, 3.556], [0.438, 2.239, 2.335], [0.802, 1.402, 1.326], [1.718, -0.482, 1.421], [1.507, -0.436, 3.917], [0.356, 1.993, 4.518], [0.130, 3.256, 2.120]],
  "total_charge": 2,
  "fmax_ev_per_a": 2.78,
  "lumo_ev": [-6.104, -7.137],
  "spin_multiplicity": 5,
  "s2": 6.023,
  "homo_lumo_gap_ev": [7.499, 6.462],
  "relative_energy_kj_mol": 0.0
}

***

Entry 2:
{
  "formula": "C28H44BrN3P2Zr",
  "method": "ωB97M-V/def2-TZVPD",
  "symbols": ["N", "C", "C", "C", "C", "C", "C", "Zr", "P", "C", "C", "C", "C", "C", "C", "C", "Br", "H", "H", "H", "H", "H", "H", "H", "H", "H", "H", "P", "C", "C", "H", "H", "H", "H", "H", "C", "C", "H", "H", "H", "H", "H", "C", "C", "H", "H", "H", "H", "H", "C", "C", "H", "H", "H", "H", "H", "C", "C", "H", "H", "H", "H", "H", "C", "C", "H", "H", "H", "H", "H", "N", "C", "C", "C", "N", "H", "H", "H", "H"],
  "coordinates": [[-5.023, -8.409, 1.191], [-3.738, -8.434, 1.577], [-2.870, -7.355, 1.378], [-3.365, -6.184, 0.732], [-4.749, -6.152, 0.414], [-5.515, -7.298, 0.638], [-2.494, -5.064, 0.493], [-1.178, -1.835, 0.048], [-1.189, 4.637, 1.964], [-2.912, -3.747, 0.222], [-2.697, -2.782, 1.325], [-3.352, -1.504, 1.279], [-2.795, -0.385, 1.935], [-1.417, -0.492, 2.226], [-0.869, -1.737, 2.590], [-1.488, -2.921, 2.096], [-0.098, 0.932, 1.745], [-1.445, -5.253, 0.717], [-3.791, -3.601, -0.412], [-1.831, -7.410, 1.723], [-5.223, -5.267, -0.008], [-3.376, -9.351, 2.060], [-6.567, -7.296, 0.354], [-4.323, -1.454, 0.782], [-1.004, -3.895, 2.246], [-3.406, 0.490, 2.172], [0.038, -1.760, 3.214], [-1.544, -0.049, -1.887], [-0.723, 3.639, 3.415], [-1.187, 4.360, 4.674], [0.371, 3.541, 3.409], [-1.145, 2.631, 3.316], [-0.894, 3.803, 5.566], [-0.724, 5.350, 4.718], [-2.273, 4.492, 4.678], [-2.800, 4.013, 1.355], [-3.695, 5.191, 0.938], [-3.270, 3.427, 2.161], [-2.601, 3.346, 0.503], [-4.716, 4.857, 0.732], [-3.748, 5.960, 1.717], [-3.312, 5.665, 0.029], [0.113, 4.215, 0.775], [1.205, 5.281, 0.659], [-0.401, 4.093, -0.190], [0.523, 3.243, 1.099], [1.764, 5.125, -0.269], [0.769, 6.285, 0.640], [1.918, 5.229, 1.487], [-0.417, 0.836, -3.067], [-0.574, 0.544, -4.564], [0.620, 0.648, -2.750], [-0.571, 1.918, -2.922], [-0.066, -0.383, -4.860], [-1.626, 0.470, -4.871], [-0.140, 1.364, -5.154], [-2.830, 1.250, -1.734], [-4.273, 0.779, -1.604], [-2.741, 1.894, -2.628], [-2.530, 1.850, -0.856], [-4.596, 0.203, -2.478], [-4.451, 0.180, -0.702], [-4.923, 1.661, -1.561], [-2.363, -1.366, -2.893], [-1.405, -2.516, -3.183], [-2.692, -0.888, -3.822], [-3.265, -1.740, -2.383], [-1.968, -3.363, -3.590], [-0.670, -2.225, -3.944], [-0.827, -2.902, -2.312], [1.836, -1.825, -1.529], [3.126, -1.727, -1.172], [3.146, -1.665, 0.213], [1.822, -1.748, 0.626], [1.000, -1.869, -0.458], [1.500, -1.900, -2.479], [3.944, -1.784, -1.879], [4.015, -1.593, 0.853], [1.388, -1.735, 1.617]],
  "total_charge": 4,
  "fmax_ev_per_a": 3.06,
  "lumo_ev": [-14.866, -14.868],
  "homo_lumo_gap_ev": [2.184, 2.173],
  "relative_energy_kj_mol": 280.4
}

***

Entry 3:
{
  "formula": "C28H44BrNOP2Tc",
  "method": "ωB97M-V/def2-TZVPD",
  "symbols": ["C", "C", "C", "C", "N", "C", "C", "C", "C", "C", "C", "C", "C", "C", "Tc", "P", "H", "H", "H", "H", "H", "H", "H", "H", "C", "C", "H", "H", "H", "H", "H", "C", "C", "H", "H", "H", "H", "H", "C", "C", "H", "H", "H", "H", "H", "Br", "P", "C", "C", "H", "H", "H", "H", "H", "C", "C", "H", "H", "H", "H", "H", "C", "C", "H", "H", "H", "H", "H", "C", "C", "C", "O", "H", "H", "H", "H", "H", "H"],
  "coordinates": [[6.991, -1.107, 0.550], [5.876, -1.800, 0.025], [6.178, -2.870, -0.855], [7.522, -3.186, -1.134], [8.542, -2.526, -0.603], [8.294, -1.504, 0.209], [4.515, -1.337, 0.334], [3.436, -0.758, 0.537], [2.571, 0.321, 0.119], [1.930, 1.304, 0.972], [1.341, 2.495, 0.300], [1.281, 2.569, -1.136], [2.103, 1.695, -1.849], [2.418, 0.458, -1.273], [0.169, 0.602, 0.293], [-1.375, -0.156, 1.736], [5.407, -3.449, -1.363], [6.873, -0.239, 1.194], [7.784, -3.993, -1.817], [9.162, -0.969, 0.601], [2.769, -0.351, -1.914], [2.232, 1.396, 2.011], [2.496, 1.941, -2.837], [1.187, 3.372, 0.955], [-3.218, -0.089, 1.655], [-4.083, -1.268, 2.146], [-3.516, 0.159, 0.625], [-3.522, 0.794, 2.236], [-5.077, -0.877, 2.424], [-4.270, -2.042, 1.378], [-3.684, -1.747, 3.052], [-0.927, -1.908, 1.549], [0.104, -2.506, 2.497], [-0.561, -1.994, 0.505], [-1.854, -2.484, 1.620], [0.391, -3.483, 2.088], [1.023, -1.915, 2.595], [-0.320, -2.694, 3.490], [-0.703, 0.542, 3.260], [-1.220, -0.058, 4.571], [-0.954, 1.606, 3.290], [0.403, 0.529, 3.221], [-0.548, 0.263, 5.385], [-2.229, 0.321, 4.811], [-1.231, -1.155, 4.538], [0.093, 3.587, -2.206], [-2.202, -0.806, -3.089], [-2.773, -1.512, -1.487], [-4.003, -2.411, -1.655], [-2.988, -0.688, -0.787], [-1.929, -2.074, -1.051], [-4.204, -2.958, -0.729], [-4.904, -1.846, -1.909], [-3.825, -3.144, -2.451], [-2.635, 0.979, -3.125], [-2.891, 1.573, -4.529], [-1.737, 1.471, -2.686], [-3.509, 1.119, -2.449], [-3.202, 2.611, -4.403], [-1.974, 1.595, -5.129], [-3.665, 1.041, -5.111], [-0.381, -0.838, -2.992], [0.101, -2.080, -3.738], [-0.030, -0.851, -1.945], [0.019, 0.077, -3.446], [1.185, -2.053, -3.868], [-0.152, -3.003, -3.211], [-0.365, -2.129, -4.729], [-1.725, 4.880, 0.515], [-1.583, 3.512, 1.134], [-1.906, 3.477, 2.587], [-1.269, 2.437, 0.532], [-2.182, 5.522, 1.288], [-2.370, 4.876, -0.368], [-0.778, 5.338, 0.201], [-2.677, 2.719, 2.735], [-0.994, 3.237, 3.137], [-2.253, 4.439, 2.972]],
  "total_charge": 4,
  "fmax_ev_per_a": 4.42,
  "lumo_ev": [-12.387, -14.611],
  "spin_multiplicity": 4,
  "s2": 4.218,
  "homo_lumo_gap_ev": [6.692, 4.313],
  "relative_energy_kj_mol": 446.9
}